1.
# C5H8O2

A single C5H8O2 molecule (ωB97M-V/def2-TZVPD, OMol25).

```
! RIJCOSX wB97M-V def2-TZVPD def2/J DEFGRID3
* xyz 0 1
C 1.85159 -0.25801 1.04371
C 0.81109 0.51566 0.28881
O 1.12990 1.54929 -0.26299
C -0.61259 -0.03751 0.13231
O -1.06450 -0.76106 1.23335
C -0.72863 -0.39775 -1.31106
C -1.33790 0.92504 -0.73113
H 2.81453 -0.03118 0.57733
H 1.66434 -1.33195 1.06777
H 1.87079 0.12347 2.06873
H -1.67156 -1.44156 0.91954
H -1.56113 -0.98562 -1.68753
H 0.19706 -0.69759 -1.80830
H -2.41168 0.88921 -0.86445
H -0.95131 1.93957 -0.66608
*
```

Results
HOMO-LUMO gap	10.3	eV
largest force on an atom	0.02069	hartree/bohr
DFT total energy	-9407.8632	eV
SMILES	CC(=O)C1(O)CC1
energy above the lowest of the compared OMol25 structures with the same formula, charge and spin	45.4	kcal per mole


2.
# C20H19I2IrNO4STm

C20H19I2IrNO4STm as an isolated structure (ωB97M-V/def2-TZVPD, OMol25).

```
! RIJCOSX wB97M-V def2-TZVPD def2/J DEFGRID3
* xyz 4 7
I 1.35293 -3.51053 -0.46691
I 0.87511 3.79842 -0.86876
Ir -0.54183 1.60615 -0.73573
Tm 0.51030 -0.93244 0.37093
S 1.29657 0.57838 -1.72252
C -1.45264 -1.43589 -1.01949
C -1.46762 -1.98878 1.27278
C 0.83304 0.12604 -3.52621
C 1.60426 1.15788 -4.35638
C -0.65805 0.23582 -3.77767
C 1.35600 -1.29319 -3.76890
C -1.24783 1.37444 0.99584
C -2.17066 2.31289 -1.35274
O -2.44566 -2.44261 1.69147
O -2.45723 -1.73624 -1.51139
O -1.77702 1.35068 2.04197
O -3.17437 2.82189 -1.64712
H 1.42335 0.98043 -5.42692
H 2.68208 1.06821 -4.16334
H 1.28084 2.17866 -4.10951
H -0.80960 0.26255 -4.87456
H -1.06832 1.16172 -3.34197
H -1.19312 -0.62390 -3.35537
H 1.13012 -1.58082 -4.80844
H 0.88833 -2.02714 -3.09402
H 2.44446 -1.33237 -3.61802
C 1.37521 3.61431 4.29244
C 1.80036 3.44646 2.96454
C 1.77841 2.18703 2.37706
C 1.28862 1.06543 3.09776
C 1.01582 1.21862 4.47227
C 1.00979 2.49616 5.05083
N 1.15835 -0.14507 2.43692
C 1.15403 -1.37732 3.14948
C 2.15072 -2.35043 2.87537
C 2.06350 -3.62630 3.43241
C 0.94397 -3.98514 4.19389
C -0.03489 -3.02502 4.48373
C 0.10284 -1.72026 4.03003
H 1.36388 4.60728 4.74830
H 2.13898 4.30392 2.38227
H 2.12219 2.02731 1.35085
H 0.76302 0.34978 5.07872
H 0.72866 2.60434 6.10029
H 2.96256 -2.07241 2.20017
H 2.85590 -4.35317 3.24330
H 0.81718 -5.01372 4.53924
H -0.89972 -3.29476 5.09217
H -0.64425 -0.95163 4.25081
*
```

Results
<S²>	12.055
HOMO-LUMO gap (alpha / beta)	4.9 / 4.4	eV
largest force on an atom	0.13058	hartree/bohr
DFT total energy	-90088.3030	eV


3.
# C6H8OS

A single C6H8OS molecule (ωB97M-V/def2-TZVPD, OMol25).

```
! RIJCOSX wB97M-V def2-TZVPD def2/J DEFGRID3
* xyz 0 1
C -2.13335 -1.07096 -0.47965
C -1.11361 -0.02773 -0.17486
C -1.38402 1.40435 -0.32635
O -0.51859 2.23188 -0.07686
C 0.14745 -0.39154 0.12930
C 1.33804 0.55356 0.17977
C 2.59915 -0.07881 0.78228
S 2.82231 0.23860 -1.02223
H -3.08270 -0.90657 0.11936
H -2.30343 -1.20322 -1.70180
H -1.70121 -2.12365 0.08969
H -2.30186 1.77302 -0.92701
H 0.55459 -1.37273 0.23337
H 1.07423 1.53271 0.65278
H 3.16218 0.54756 1.34905
H 2.84084 -1.10646 1.17315
*
```

Results
HOMO-LUMO gap	8.5	eV
largest force on an atom	0.07261	hartree/bohr
DFT total energy	-19230.9605	eV
SMILES	C/C(C=O)=C/[C@H]1CS1
energy above the lowest of the compared OMol25 structures with the same formula, charge and spin	76.2	kcal per mole


4.
# C4H14NOSi

A 2-piece molecular cluster, C4H14NOSi overall (ωB97M-V/def2-TZVPD, OMol25).

```
! RIJCOSX wB97M-V def2-TZVPD def2/J DEFGRID3
* xyz 1 1
C 2.34194 -2.12118 -1.62715
C -0.82616 -0.03258 -1.91690
C -0.43586 0.55563 3.54478
C -0.79490 0.62624 -0.60065
N -0.47713 2.12583 -0.45318
O -0.84957 0.65942 2.12768
Si -1.47761 -0.13130 0.85772
H 1.96960 -2.33049 -0.71173
H 1.46662 -2.02162 -2.19437
H 2.81873 -2.96281 -2.13949
H -1.41732 0.47178 -2.65191
H 0.21601 -0.21308 -2.19379
H -1.36578 -1.01167 -1.77349
H -0.07631 -0.46503 3.77966
H -1.25315 0.76559 4.13394
H 0.39825 1.21052 3.69836
H 0.36808 2.39218 -1.06109
H -1.27679 2.79982 -0.66658
H -0.14409 2.22995 0.56803
H 2.94430 -1.16273 -1.75523
H -2.12888 -1.38446 1.03540
*
```

Results
HOMO-LUMO gap	8.4	eV
largest force on an atom	0.07995	hartree/bohr
DFT total energy	-15781.5482	eV
energy above the lowest of the compared OMol25 structures with the same formula, charge and spin	66.8	kcal per mole


5.
# C12H39O15P3

A 6-piece molecular cluster, C12H39O15P3 overall (ωB97M-V/def2-TZVPD, OMol25).

```
! RIJCOSX wB97M-V def2-TZVPD def2/J DEFGRID3
* xyz 0 1
C 1.51455 0.75482 0.52809
O 0.62885 -0.28574 0.07531
P 0.21074 -1.47466 1.06131
O 1.36336 -2.21418 1.60561
O -0.77774 -2.35471 0.18288
C -0.34795 -3.11081 -0.93120
O -0.71560 -0.78679 2.14449
C -1.69692 0.20579 1.78063
H 0.98242 1.70161 0.45529
H 2.36335 0.83089 -0.14892
H 1.88502 0.44939 1.50444
H -0.99633 -2.86522 -1.77537
H -0.45426 -4.18479 -0.78206
H 0.66414 -2.93019 -1.29727
H -2.59665 0.11161 2.36752
H -1.92799 0.19927 0.71209
H -1.15838 1.15162 1.89763
C 0.28865 -0.55179 -3.39098
O 0.46517 0.71133 -4.03727
P 1.89920 1.40575 -3.93643
O 3.01007 0.46948 -3.82956
O 1.93886 2.37322 -5.17462
C 0.94056 3.34108 -5.47116
O 1.69502 2.36471 -2.68221
C 2.87644 2.89296 -2.05973
H -0.04892 -1.32862 -4.08029
H -0.52986 -0.46670 -2.67399
H 1.21592 -0.85567 -2.91141
H 1.41826 4.31564 -5.60365
H 0.21922 3.44932 -4.66113
H 0.48073 3.08728 -6.42539
H 3.80717 2.37120 -2.28413
H 2.75848 2.83531 -0.98134
H 3.00909 3.93213 -2.35894
C -3.92970 2.79093 3.98988
O -3.84593 2.11990 2.74076
P -5.03164 2.48622 1.72816
O -4.81586 1.87303 0.40882
O -6.36058 1.98077 2.44971
C -6.48625 0.86002 3.28291
O -5.15151 4.06216 1.70671
C -4.27834 4.81987 0.87231
H -3.49137 3.78836 4.02220
H -3.35467 2.27616 4.76921
H -4.92532 2.78950 4.43565
H -5.76960 0.06520 3.06096
H -7.45891 0.38860 3.12785
H -6.44178 1.12258 4.34179
H -3.89702 5.66951 1.43567
H -4.84496 5.10781 -0.01124
H -3.38926 4.29168 0.51791
C 4.72267 -2.82114 2.40305
O 3.76602 -3.84352 2.60199
H 4.69598 -2.38264 1.40481
H 4.56663 -2.01618 3.13156
H 5.74199 -3.15051 2.60962
H 2.98582 -3.50508 2.14068
C 4.58027 -1.94654 -1.91508
O 3.75455 -0.87715 -1.54427
H 5.47587 -1.60588 -2.45555
H 4.98264 -2.44805 -1.03718
H 4.09498 -2.65963 -2.58793
H 3.43042 -0.40055 -2.32635
C 1.37560 -5.80305 1.24380
O 0.08160 -6.13909 1.70637
H 1.50527 -4.71916 1.15099
H 2.10956 -6.26211 1.90706
H 1.67662 -6.10838 0.22595
H -0.45844 -5.34820 1.64305
*
```

Results
HOMO-LUMO gap	9.7	eV
largest force on an atom	0.04053	hartree/bohr
DFT total energy	-71660.6736	eV
SMILES	COP(=O)(OC)OC.COP(=O)(OC)OC.COP(=O)(OC)OC.CO.CO.CO
energy above the lowest of the compared OMol25 structures with the same formula, charge and spin	28.2	kcal per mole


6.
# C5H9O3

An isolated ion of composition C5H9O3 and charge -1 (ωB97M-V/def2-TZVPD, OMol25).

```
! RIJCOSX wB97M-V def2-TZVPD def2/J DEFGRID3
* xyz -1 1
C 0.52302 2.38097 -3.42672
O 0.63712 2.27862 -2.03122
C 1.14132 1.05071 -1.56511
C 0.20062 -0.15012 -1.73185
O 0.39539 -1.05254 -0.65574
C 1.57428 -0.73344 0.06356
C 1.84323 0.77521 -0.02720
O 3.08088 1.18310 -0.13176
H 0.23512 3.41254 -3.66351
H 1.48417 2.15494 -3.92161
H -0.24745 1.70058 -3.82866
H 2.06631 0.84689 -2.14273
H -0.84790 0.18351 -1.71282
H 0.38978 -0.65932 -2.69280
H 2.44043 -1.29167 -0.34612
H 1.42726 -1.04115 1.11025
H 0.85902 1.46978 -0.07469
*
```

Results
HOMO-LUMO gap	5.5	eV
largest force on an atom	0.09659	hartree/bohr
DFT total energy	-11469.8201	eV
SMILES	CO[C@@H]1COC[C@H]1[O-]
energy above the lowest of the compared OMol25 structures with the same formula, charge and spin	125.0	kcal per mole


7.
# C52H50F3N6O3Ti

C52H50F3N6O3Ti as an isolated structure (ωB97M-V/def2-TZVPD, OMol25).

```
! RIJCOSX wB97M-V def2-TZVPD def2/J DEFGRID3
* xyz -1 3
Ti 0.16978 -0.25391 0.14654
C 7.48755 0.62327 -0.67478
O 6.77516 1.22782 0.40838
C 6.59696 0.43048 1.50935
C 7.63415 -0.22498 2.14657
C 7.37863 -1.02216 3.25509
C 6.07587 -1.15750 3.70618
C 5.02967 -0.49481 3.06864
C 5.28268 0.31968 1.96994
N 4.30935 1.02608 1.24068
C 2.94676 0.70796 1.27465
N 2.39452 0.93013 2.45869
C 1.18694 0.40950 3.04316
C 0.18012 -0.17905 2.29692
C -0.89179 -0.68149 3.07075
C -0.96083 -0.54676 4.44531
C 0.06155 0.09346 5.14754
C 1.14179 0.55390 4.43121
O 2.21354 1.19701 5.02540
C 2.66798 0.62558 6.24434
N 2.32463 0.31260 0.20236
C 3.19246 -0.18555 -0.83381
C 3.85511 -1.38801 -0.64684
C 4.71359 -1.89997 -1.60995
C 4.89846 -1.20495 -2.79648
C 4.23074 -0.01110 -3.00719
C 3.38423 0.50467 -2.02529
O 2.70046 1.66858 -2.20640
C 3.40069 2.73883 -2.82371
H 7.55332 1.36849 -1.46144
H 6.94636 -0.24897 -1.04307
H 8.49595 0.33336 -0.38073
H 8.64576 -0.11475 1.77446
H 8.19247 -1.53582 3.75205
H 5.85815 -1.79079 4.55655
H 4.01243 -0.63277 3.41499
H 4.63786 1.30720 0.33139
H 2.99932 1.38979 3.11893
H -1.70026 -1.19180 2.56393
H -1.81961 -0.93196 4.98581
H 0.01711 0.21984 6.22144
H 2.02658 0.90957 7.08075
H 3.67144 1.00569 6.42702
H 2.69251 -0.46420 6.17525
H 3.65818 -1.93399 0.26995
H 5.21367 -2.84634 -1.43965
H 5.54268 -1.60279 -3.57299
H 4.35090 0.51910 -3.94311
H 2.72615 3.59206 -2.81426
H 3.67056 2.51887 -3.85694
H 4.30540 2.98970 -2.25981
C -3.05091 0.07882 -2.87050
C -2.06943 -0.97598 -3.33344
C -2.58003 -1.96966 -4.16787
C -1.79359 -3.01308 -4.62420
C -0.46383 -3.05902 -4.23712
C 0.08624 -2.08220 -3.41342
C 1.54696 -2.15439 -3.08190
C -0.71220 -1.02832 -2.95304
N -0.17606 -0.05343 -2.04393
C -0.29908 1.23964 -2.37693
C -0.34189 1.70778 -3.80690
C -0.35101 2.21331 -1.35118
C -0.56710 3.65388 -1.72468
N -0.32598 1.79341 -0.07933
C -0.36985 2.73903 1.00816
C -1.53518 2.82077 1.78550
C -2.79728 2.11435 1.37843
C -1.52666 3.58181 2.94928
C -0.40080 4.28974 3.34271
C 0.71918 4.26676 2.52962
C 0.74895 3.51162 1.35676
C 1.99562 3.57252 0.50979
H -3.97139 -0.40424 -2.54651
H -3.29308 0.76544 -3.68989
H -2.69256 0.65325 -2.02564
H -3.63192 -1.92207 -4.43826
H -2.21405 -3.78917 -5.25360
H 0.17366 -3.87342 -4.56812
H 1.88942 -3.19145 -3.09443
H 1.73903 -1.76039 -2.09464
H 2.14205 -1.58617 -3.80532
H -0.29288 0.86499 -4.49348
H 0.51716 2.36147 -4.00307
H -1.24633 2.28046 -4.03279
H -1.51632 3.77536 -2.25712
H 0.22213 4.02232 -2.39140
H -0.59371 4.28615 -0.84105
H -2.84182 1.93362 0.30768
H -3.66264 2.71068 1.67736
H -2.87709 1.13494 1.84971
H -2.42879 3.61571 3.55252
H -0.40114 4.85891 4.26605
H 1.60577 4.83288 2.80620
H 2.89215 3.48685 1.13332
H 2.05458 4.53900 -0.00597
H 2.02120 2.78564 -0.23668
N -3.02487 -1.11300 0.01792
C -1.91404 -0.78597 0.09935
F -2.51405 -9.14636 -1.12729
C -2.28442 -8.23043 -2.09438
F -1.47151 -8.83567 -2.98975
F -3.45755 -8.01413 -2.71538
C -1.68404 -6.97469 -1.54915
C -0.49891 -7.05776 -0.82995
C 0.08622 -5.91253 -0.31681
C -0.50328 -4.65843 -0.52118
C -1.69957 -4.58980 -1.24399
C -2.28258 -5.74199 -1.75359
C 0.07640 -3.44415 -0.03253
C 0.51960 -2.32058 0.16689
H -0.03562 -8.02459 -0.66778
H 1.00857 -5.97152 0.24825
H -2.16003 -3.61758 -1.39026
H -3.20708 -5.67639 -2.31211
*
```

Results
<S²>	2.014
HOMO-LUMO gap (alpha / beta)	5.6 / 7.2	eV
largest force on an atom	0.02229	hartree/bohr
DFT total energy	-101088.1959	eV
energy above the lowest of the compared OMol25 structures with the same formula, charge and spin	7.9	kcal per mole


8.
# C24H31Ge2N6NiO

C24H31Ge2N6NiO as an isolated structure (ωB97M-V/def2-TZVPD, OMol25).

```
! RIJCOSX wB97M-V def2-TZVPD def2/J DEFGRID3
* xyz 2 2
Ni 0.80237 0.01484 1.13690
N -0.42075 2.75259 4.01754
C 0.35456 2.59781 2.95074
N 0.22768 1.35081 2.51654
C -0.67774 0.80336 3.37973
N -1.08959 1.61799 4.31230
C -1.12178 -0.57477 3.15735
C -2.14050 -1.19790 3.85462
N -2.51996 -2.43793 3.55750
C -1.87170 -3.05187 2.57993
C -0.84678 -2.43806 1.86586
N -0.47855 -1.19374 2.15431
H -0.53536 3.57258 4.59626
H 0.98697 3.37093 2.54710
H -2.66246 -0.68961 4.65561
H -2.17362 -4.06224 2.33499
H -0.33075 -2.94467 1.06294
C -0.96135 3.86853 -0.24766
Ge -2.13443 2.32191 -0.47729
C -3.22197 2.36487 -2.08534
C -3.20764 2.11813 1.13108
Ge -0.67158 0.37134 -0.88456
C 0.59794 0.60502 -2.31372
C 1.54242 -0.34033 -2.73383
C 2.34213 -0.11145 -3.83830
C 2.21688 1.07813 -4.55042
C 1.30664 2.03735 -4.14019
C 0.51864 1.81027 -3.01978
C -1.59745 -1.31102 -1.04380
C -2.93114 -1.33671 -0.61943
C -3.68453 -2.49960 -0.68768
C -3.10620 -3.66816 -1.16083
C -1.77871 -3.66852 -1.57861
C -1.03627 -2.50135 -1.52193
H -1.43703 4.59463 0.41243
H -0.75177 4.37243 -1.19039
H -0.00553 3.57643 0.18862
H -3.87375 3.23814 -2.01955
H -3.84887 1.47713 -2.15916
H -2.62304 2.45149 -2.99011
H -3.71862 3.06418 1.31946
H -2.59916 1.90144 2.00797
H -3.97307 1.34875 1.04100
H 1.65948 -1.27606 -2.19998
H 3.05691 -0.85800 -4.15856
H 2.83510 1.25540 -5.42022
H 1.21378 2.96671 -4.68559
H -0.16910 2.58978 -2.71294
H -3.40265 -0.44133 -0.22900
H -4.71994 -2.49480 -0.37402
H -3.69011 -4.57745 -1.21544
H -1.33375 -4.57630 -1.96348
H -0.01568 -2.52700 -1.87815
C 4.77068 -1.21779 2.00393
N 4.67498 -1.19665 0.54183
C 5.85112 -1.49751 -0.30085
C 3.54198 -0.89705 -0.02966
O 2.49999 -0.61514 0.61598
H 5.77403 -1.52364 2.27859
H 4.05192 -1.92562 2.41260
H 4.57153 -0.22564 2.40581
H 6.68900 -1.71508 0.35212
H 6.09953 -0.63698 -0.91733
H 5.65324 -2.36825 -0.92137
H 3.52338 -0.89475 -1.12248
*
```

Results
<S²>	1.011
HOMO-LUMO gap (alpha / beta)	7.0 / 7.3	eV
largest force on an atom	0.01067	hartree/bohr
DFT total energy	-190440.6230	eV
energy above the lowest of the compared OMol25 structures with the same formula, charge and spin	0.0	kcal per mole


9.
# C5H9N2

An isolated ion of composition C5H9N2 and charge +1 (ωB97M-V/def2-TZVPD, OMol25).

```
! RIJCOSX wB97M-V def2-TZVPD def2/J DEFGRID3
* xyz 1 1
C -0.70092 -1.28982 0.08383
C -1.34585 -0.10364 0.03997
C 1.21469 -0.13893 -0.28509
C -2.71211 0.29969 0.10530
C 2.64130 0.25802 0.27307
N 0.60364 -1.44572 -0.04860
N 0.30955 0.94409 -0.32476
H -1.19557 -2.23530 -0.04928
H 1.18544 -0.38863 -1.33081
H -3.20465 -0.04187 -0.83157
H -2.95472 1.29723 0.16692
H -3.26899 -0.16629 0.94103
H 3.04340 1.13649 -0.37145
H 3.33770 -0.58414 0.27986
H 2.47353 0.58210 1.34251
H 0.57356 1.87671 0.00907
*
```

Results
HOMO-LUMO gap (alpha / beta)	8.0 / 8.0	eV
largest force on an atom	0.11092	hartree/bohr
DFT total energy	-8299.0106	eV
energy above the lowest of the compared OMol25 structures with the same formula, charge and spin	155.0	kcal per mole